(1)
{
  "formula": "C3H10O3",
  "method": "the ωB97M-V functional and the def2-TZVPD basis",
  "elements": ["C", "O", "C", "C", "H", "H", "H", "H", "H", "H", "H", "H", "O", "H", "H", "O"],
  "coordinates": [[0.77, -0.69, 0.02], [1.21, 0.55, -0.48], [0.30, -1.52, -1.13], [0.23, -2.84, -1.16], [-0.08, -0.53, 0.68], [1.57, -1.22, 0.55], [1.41, 1.08, 0.31], [0.00, -0.92, -1.98], [-0.27, -3.52, -1.83], [0.66, -3.34, -0.30], [-2.32, 2.27, -0.28], [-2.49, 0.90, 0.29], [-2.33, 1.81, 0.57], [0.95, 3.24, 1.49], [-0.29, 2.40, 1.64], [0.68, 2.32, 1.62]],
  "nbo_charge": [-0.103, -0.737, -0.178, -0.406, 0.164, 0.169, 0.497, 0.199, 0.205, 0.178, 0.474, 0.476, -0.948, 0.474, 0.496, -0.958],
  "spin_multiplicity": 1,
  "homo_ev": -9.4,
  "smiles": "C=CCO.O.O",
  "total_charge": 0
}

=====

(2)
{
  "formula": "C3H10O3",
  "method": "the ωB97M-V functional and the def2-TZVPD basis",
  "elements": ["C", "O", "C", "C", "H", "H", "H", "H", "H", "H", "H", "H", "O", "H", "H", "O"],
  "coordinates": [[-1.28, 1.07, 0.53], [-0.07, 0.62, -0.09], [-1.41, 2.55, 0.27], [-1.80, 3.51, 1.11], [-1.23, 0.80, 1.58], [-2.05, 0.57, -0.06], [0.67, 1.20, 0.15], [-1.04, 2.84, -0.71], [-1.39, 4.50, 0.95], [-2.54, 3.45, 1.90], [2.54, -0.37, -1.09], [3.37, 0.22, -2.19], [2.82, 0.48, -1.44], [0.41, -7.44, -0.32], [1.79, -6.98, 0.09], [1.19, -7.00, -0.66]],
  "nbo_charge": [-0.111, -0.722, -0.205, -0.400, 0.178, 0.189, 0.471, 0.206, 0.196, 0.198, 0.472, 0.468, -0.938, 0.467, 0.467, -0.934],
  "spin_multiplicity": 1,
  "homo_ev": -9.4,
  "smiles": "C=CCO.O.O",
  "total_charge": 0
}

=====

Which structure is the most stable? The one labeled (1).

=====

(1)
{
  "formula": "C3H6N2O3",
  "method": "the ωB97M-V functional and the def2-TZVPD basis",
  "elements": ["C", "C", "C", "H", "H", "H", "H", "H", "H", "N", "N", "O", "O", "O"],
  "coordinates": [[-1.72, 1.65, 0.02], [0.21, 0.05, -0.05], [-0.27, -1.14, 0.74], [-1.99, 1.88, 1.05], [-2.64, 0.90, -0.09], [-1.86, 2.73, -0.66], [1.76, 0.79, -0.84], [3.08, -1.24, -0.72], [0.99, -2.29, -0.16], [-0.44, 1.05, -0.21], [1.71, 0.12, -0.12], [2.21, -1.04, -1.04], [0.51, -2.31, 0.91], [-1.54, -1.17, 1.17]],
  "nbo_charge": [-0.459, 0.275, 0.680, 0.245, 0.239, 0.209, 0.361, 0.484, 0.511, -0.369, -0.295, -0.643, -0.674, -0.565],
  "spin_multiplicity": 1,
  "homo_ev": -9.9,
  "smiles": "C/N=C(/NO)C(=O)O",
  "total_charge": 0
}

=====

(2)
{
  "formula": "C3H6N2O3",
  "method": "the ωB97M-V functional and the def2-TZVPD basis",
  "elements": ["C", "N", "C", "C", "N", "O", "O", "O", "H", "H", "H", "H", "H", "H"],
  "coordinates": [[-2.06, 0.29, -0.65], [1.33, -0.59, 0.63], [0.56, 0.37, 0.07], [-0.44, 1.01, 1.06], [2.36, -1.20, -0.09], [-1.71, 0.68, 0.66], [0.76, 0.81, -1.04], [-0.18, 1.52, 2.11], [1.20, -0.89, 1.59], [2.75, -0.53, -0.74], [1.98, -1.98, -0.66], [-3.16, 0.29, -0.67], [-1.66, 0.98, -1.40], [-1.72, -0.75, -0.86]],
  "nbo_charge": [-0.265, -0.440, 0.535, 0.726, -0.638, -0.513, -0.610, -0.519, 0.404, 0.375, 0.352, 0.205, 0.212, 0.177],
  "spin_multiplicity": 1,
  "homo_ev": -9.9,
  "smiles": "COC(=O)C(=O)NN",
  "total_charge": 0
}

=====

Which structure is the most stable? The one labeled (2).

=====

(1)
{
  "formula": "C3H6N2O3",
  "method": "the ωB97M-V functional and the def2-TZVPD basis",
  "elements": ["O", "C", "N", "C", "N", "C", "O", "O", "H", "H", "H", "H", "H", "H"],
  "coordinates": [[-1.92, -1.58, 1.38], [-0.85, -1.24, 0.90], [0.18, -2.16, 0.99], [-0.68, 0.08, 0.05], [0.57, 0.21, -0.59], [0.92, 1.51, -0.98], [-0.19, 2.36, -0.99], [2.04, 1.94, -1.26], [1.14, -1.89, 0.79], [-0.15, -3.05, 1.27], [-0.71, 0.95, 0.84], [-1.58, 0.22, -0.55], [1.20, -0.56, -0.66], [0.03, 3.22, -1.19]],
  "nbo_charge": [-0.605, 0.668, -0.842, -0.309, -0.653, 0.890, -0.714, -0.622, 0.389, 0.419, 0.227, 0.238, 0.413, 0.502],
  "spin_multiplicity": 1,
  "homo_ev": -10.2,
  "smiles": "NC(=O)CNC(=O)O",
  "total_charge": 0
}

=====

(2)
{
  "formula": "C3H6N2O3",
  "method": "the ωB97M-V functional and the def2-TZVPD basis",
  "elements": ["C", "C", "C", "H", "H", "H", "H", "H", "H", "N", "N", "O", "O", "O"],
  "coordinates": [[-0.98, -0.60, -0.69], [1.68, -0.13, 0.64], [-0.41, 0.77, 1.11], [-1.77, -1.42, -2.20], [0.32, -0.24, -2.22], [1.28, -1.12, 0.86], [2.83, 0.10, 0.75], [-0.39, 1.67, 0.54], [-0.79, 0.88, 2.20], [-2.01, -1.06, -1.26], [0.06, 0.05, -1.33], [1.27, 0.46, -0.73], [1.03, 0.78, 1.50], [-0.99, -0.37, 0.71]],
  "nbo_charge": [0.650, 0.177, 0.178, 0.348, 0.383, 0.183, 0.213, 0.196, 0.191, -0.700, -0.354, -0.419, -0.555, -0.491],
  "spin_multiplicity": 1,
  "homo_ev": -9.4,
  "smiles": "[H]/N=C1\\NOCOCO1",
  "total_charge": 0
}

=====

Which structure is the most stable? The one labeled (1).

=====

(1)
{
  "formula": "C3H6N2O3",
  "method": "the ωB97M-V functional and the def2-TZVPD basis",
  "elements": ["C", "C", "C", "H", "H", "H", "H", "H", "H", "N", "N", "O", "O", "O"],
  "coordinates": [[-0.36, -0.01, 3.57], [-0.01, -0.06, 0.30], [0.27, -0.08, -2.01], [0.60, -0.48, 3.97], [-0.31, 1.07, 3.62], [-1.21, -0.27, 4.18], [-0.45, -0.98, 0.09], [0.50, 0.67, -3.94], [1.04, 1.62, -2.68], [-0.05, 0.38, 1.47], [0.58, 0.83, -2.98], [-0.76, -0.39, 2.31], [0.42, 0.46, -0.87], [-0.07, -1.22, -2.18]],
  "nbo_charge": [-0.252, 0.343, 0.883, 0.174, 0.191, 0.188, 0.165, 0.405, 0.393, -0.183, -0.824, -0.365, -0.495, -0.625],
  "spin_multiplicity": 1,
  "homo_ev": -9.6,
  "smiles": "CO/N=C/OC(N)=O",
  "total_charge": 0
}

=====

(2)
{
  "formula": "C3H6N2O3",
  "method": "the ωB97M-V functional and the def2-TZVPD basis",
  "elements": ["C", "C", "C", "H", "H", "H", "H", "H", "H", "N", "N", "O", "O", "O"],
  "coordinates": [[-0.62, 0.12, 0.03], [0.60, -0.35, 0.73], [1.75, 0.02, -0.27], [-1.39, 2.02, -0.38], [0.33, 2.00, -0.06], [0.52, -1.55, 0.81], [0.97, 0.04, 1.83], [2.36, -1.80, -0.28], [-3.47, -1.03, -0.54], [-0.67, 1.48, 0.16], [-1.61, -0.79, -0.11], [2.52, -0.95, -0.57], [1.57, 1.15, -0.67], [-2.86, -0.35, -0.67]],
  "nbo_charge": [0.325, -0.560, 0.834, 0.392, 0.445, 0.218, 0.261, 0.516, 0.473, -0.840, -0.218, -0.642, -0.609, -0.595],
  "spin_multiplicity": 1,
  "homo_ev": -8.3,
  "smiles": "N/C(CC(=O)O)=N\\O",
  "total_charge": 0
}

=====

(3)
{
  "formula": "C3H6N2O3",
  "method": "the ωB97M-V functional and the def2-TZVPD basis",
  "elements": ["C", "C", "C", "H", "H", "H", "H", "H", "H", "N", "N", "O", "O", "O"],
  "coordinates": [[1.16, -0.72, 0.34], [-0.20, 0.12, 0.05], [-1.50, -0.76, -0.05], [2.40, 1.10, -0.53], [3.01, -0.79, -0.58], [0.88, -2.30, 0.34], [1.35, -0.51, 1.80], [-0.66, 3.13, -0.42], [-3.44, -0.78, -0.45], [2.26, -0.26, -0.46], [0.07, 1.45, 0.02], [-1.17, 2.33, 0.17], [-2.68, -0.02, -0.26], [-1.48, -2.00, 0.03]],
  "nbo_charge": [-0.197, 0.072, 0.747, 0.399, 0.373, 0.252, 0.141, 0.479, 0.503, -0.875, -0.118, -0.552, -0.667, -0.557],
  "spin_multiplicity": 1,
  "homo_ev": -8.7,
  "total_charge": 0
}

=====

Which structure is the most stable? The one labeled (1).